55
Properties=species:S:1:pos:R:3 method="wB97M-V/def2-TZVPD" smiles="CC(C)n1c(N2CCN(C(=O)N3CCCCC3)CC2)nc2ccccc21" gap_ev=8.5 fmax_ha_per_bohr=0.014 lumo_energy_ev=0.86
C 3.918 -2.248 -0.406
H 4.140 -2.286 0.655
H 4.855 -2.243 -0.957
H 3.362 -3.144 -0.673
C 3.110 -1.000 -0.772
N 1.796 -1.040 -0.164
C 0.577 -1.064 -0.796
N -0.424 -1.331 0.006
C 0.129 -1.464 1.254
C -0.478 -1.746 2.471
C 0.318 -1.774 3.598
C 1.685 -1.526 3.522
C 2.309 -1.265 2.316
C 1.525 -1.253 1.175
H 3.369 -1.069 2.292
H 2.276 -1.539 4.427
H -0.127 -1.986 4.559
H -1.537 -1.940 2.529
N 0.422 -0.929 -2.157
C -0.939 -1.148 -2.612
H -1.312 -2.065 -2.158
C -1.847 0.039 -2.215
N -1.061 1.262 -2.126
C -0.631 1.681 -0.863
O 0.537 1.944 -0.624
N -1.609 1.824 0.062
C -1.223 2.019 1.445
H -0.297 1.461 1.598
C -2.331 1.503 2.371
C -3.165 0.457 1.637
C -3.926 1.123 0.490
C -2.994 2.121 -0.219
H -3.151 2.128 -1.297
H -3.193 3.135 0.155
H -4.796 1.658 0.877
H -4.287 0.364 -0.204
H -2.494 -0.302 1.233
H -3.864 -0.026 2.321
H -2.979 2.324 2.686
H -1.879 1.070 3.264
H -1.012 3.080 1.641
C -0.024 1.289 -3.139
H -0.510 1.145 -4.108
C 1.029 0.195 -2.863
H 1.808 0.636 -2.248
H 1.458 -0.170 -3.804
H 0.452 2.270 -3.122
H -2.643 0.172 -2.957
H -2.279 -0.171 -1.240
H -0.898 -1.270 -3.698
C 3.837 0.293 -0.398
H 4.168 0.264 0.637
H 4.707 0.433 -1.036
H 3.169 1.145 -0.512
H 2.953 -1.032 -1.854



56
Properties=species:S:1:pos:R:3 method="wB97M-V/def2-TZVPD" smiles="CCCCN(CCCC)C(=S)N/N=C/c1c(C)[nH]n(-c2ccccc2)c1=O" gap_ev=8.1 fmax_ha_per_bohr=0.018 lumo_energy_ev=0.35
C -2.148 4.188 1.989
H -1.510 5.047 1.795
H -1.905 3.794 2.972
C -1.947 3.119 0.923
C -2.827 1.898 1.175
H -3.875 2.202 1.208
H -2.577 1.464 2.145
C -2.623 0.833 0.091
N -3.400 -0.361 0.359
C -2.978 -1.341 1.177
N -1.655 -1.529 1.461
N -0.601 -1.037 0.791
C 0.572 -1.405 1.150
C 1.752 -0.950 0.488
C 1.893 -0.231 -0.675
N 3.214 0.019 -0.877
N 3.954 -0.649 0.081
C 5.344 -0.527 0.139
C 6.091 -1.447 0.872
C 7.467 -1.331 0.916
C 8.113 -0.316 0.229
C 7.370 0.600 -0.495
C 5.991 0.503 -0.541
H 5.425 1.245 -1.085
H 7.863 1.402 -1.024
H 9.189 -0.234 0.263
H 8.040 -2.045 1.489
H 5.585 -2.229 1.411
C 3.084 -1.249 0.997
O 3.425 -1.863 1.986
H 3.630 0.175 -1.784
C 0.864 0.271 -1.613
H 1.267 0.366 -2.620
H 0.021 -0.415 -1.615
H 0.502 1.247 -1.293
H 0.737 -2.088 1.987
H -1.494 -2.252 2.166
S -4.009 -2.418 1.917
C -4.810 -0.318 0.013
H -5.405 -0.524 0.910
C -5.191 -1.338 -1.064
C -4.503 -1.119 -2.414
C -3.094 -1.699 -2.476
H -2.665 -1.542 -3.464
H -3.121 -2.768 -2.281
H -2.443 -1.237 -1.741
H -4.475 -0.050 -2.641
H -5.105 -1.599 -3.189
H -6.272 -1.269 -1.196
H -4.966 -2.340 -0.698
H -5.041 0.689 -0.336
H -2.926 1.226 -0.883
H -1.568 0.566 0.050
H -0.899 2.808 0.914
H -2.180 3.536 -0.060
H -3.183 4.525 2.001



54
Properties=species:S:1:pos:R:3 method="wB97M-V/def2-TZVPD" gap_ev=5.7 charge=-1 fmax_ha_per_bohr=0.052 lumo_energy_ev=2.51
O -0.083 -0.583 -1.137
C -0.095 0.290 -2.316
C 0.581 -0.743 -3.187
H 0.523 1.176 -2.199
H -1.111 0.584 -2.560
C 0.755 -1.577 -1.808
H 1.478 -0.369 -3.670
H -0.048 -1.291 -3.923
C 2.152 -1.477 -1.157
H 2.460 -0.399 -1.057
H 2.894 -2.033 -1.756
H 2.177 -1.939 -0.147
C 0.166 -3.015 -1.838
H -0.746 -2.999 -2.481
H -0.039 -3.295 -0.791
H 0.922 -3.705 -2.283
Sn -1.097 0.096 1.572
C -3.725 -2.098 0.546
C -3.783 -0.813 1.135
C -3.289 0.133 0.168
H -4.086 -0.563 2.152
C -2.798 -0.636 -0.944
C -3.068 -2.000 -0.713
H -2.894 -2.802 -1.426
H -4.189 -3.010 0.920
H -3.526 1.191 0.144
H -2.377 -0.255 -1.855
C -1.712 -2.940 2.930
C -1.072 -3.645 1.889
C 0.172 -3.010 1.622
H -1.450 -4.562 1.437
C 0.371 -1.975 2.575
C -0.821 -1.908 3.389
H -0.935 -1.310 4.294
H -2.686 -3.172 3.353
H 0.916 -3.328 0.887
H 1.251 -1.345 2.708
O 2.088 2.686 -0.391
C 3.271 2.872 -1.287
C 3.730 4.355 -1.340
H 2.995 2.463 -2.277
H 4.081 2.197 -0.945
C 2.700 5.059 -0.398
H 3.687 4.725 -2.392
H 4.726 4.473 -0.878
C 1.865 3.918 0.265
H 2.062 5.679 -1.045
H 3.175 5.706 0.358
H 0.797 4.154 0.230
H 2.166 3.816 1.315
O -2.896 0.805 3.743
C -2.156 1.800 3.597
O -1.203 1.956 2.713
H -2.275 2.666 4.260



59
Properties=species:S:1:pos:R:3 method="wB97M-V/def2-TZVPD" smiles=c1ccncc1.c1ccncc1.C1CCOC1.BrCCBr.BrCCBr.BrCCBr gap_ev=9.8 fmax_ha_per_bohr=0.024 lumo_energy_ev=0.40
Br 2.024 5.314 -0.496
C 1.976 5.784 1.364
C 1.960 4.578 2.261
Br 0.169 3.829 2.441
H 1.114 6.409 1.576
H 2.884 6.345 1.576
H 2.221 4.875 3.273
H 2.586 3.767 1.907
Br -1.778 4.247 6.256
C -2.066 2.418 5.761
C -2.142 1.519 6.947
Br -2.495 -0.280 6.296
H -1.351 2.103 5.007
H -3.020 2.406 5.234
H -2.959 1.775 7.614
H -1.231 1.487 7.539
Br 1.086 -1.119 1.877
C -0.591 -0.435 2.570
C -1.277 0.338 1.493
Br -2.886 1.112 2.307
H -0.361 0.186 3.427
H -1.184 -1.299 2.848
H -1.650 -0.297 0.698
H -0.693 1.172 1.122
N -1.092 0.418 -3.409
C -2.290 0.195 -2.884
C -3.192 -0.720 -3.398
C -2.803 -1.516 -4.463
C -1.545 -1.320 -4.995
C -0.750 -0.314 -4.455
H -2.538 0.774 -1.999
H -4.187 -0.780 -2.976
H -3.494 -2.244 -4.872
H -1.146 -1.875 -5.833
H 0.179 -0.063 -4.961
N -0.109 -5.971 -0.769
C -1.258 -5.637 -1.337
C -1.591 -4.334 -1.693
C -0.661 -3.338 -1.452
C 0.517 -3.674 -0.815
C 0.726 -4.992 -0.450
H -1.897 -6.485 -1.570
H -2.499 -4.091 -2.227
H -0.834 -2.301 -1.718
H 1.247 -2.914 -0.576
H 1.619 -5.307 0.080
C 1.818 -0.217 -1.844
C 3.022 -0.530 -0.954
C 4.148 -0.406 -1.980
O 3.785 0.737 -2.757
C 2.396 1.020 -2.534
H 0.913 0.058 -1.301
H 1.617 -0.993 -2.584
H 2.960 -1.433 -0.354
H 3.102 0.342 -0.298
H 4.200 -1.256 -2.664
H 5.100 -0.213 -1.488
H 1.882 1.240 -3.472
H 2.318 1.902 -1.895